DFT (ωB97M-V/def2-TZVPD) results for 6 unconnected molecules or ions with the total composition C34H74N4O6.

Geometry as XYZ:
```
118
Properties=species:S:1:pos:R:3:forces:R:3
C 1.86045 -0.95944 -6.41468 -0.10 -2.49 -2.46
C 1.82135 0.04552 -5.35133 -0.37 1.95 -0.39
C 2.81610 -0.39545 -4.34883 1.64 1.32 1.09
N 3.14244 0.56995 -3.16625 -0.98 1.55 0.38
C 4.39304 0.08525 -2.45801 -1.44 -1.10 0.54
C 3.35289 2.02462 -3.59214 0.02 0.49 -0.39
C 3.17071 2.93431 -2.32832 0.85 -1.44 -0.43
C 2.11587 2.15706 -1.56269 -0.44 0.40 1.10
C 1.91159 0.81348 -2.23148 0.57 -0.52 0.05
H 2.70664 -0.92678 -7.10099 1.03 0.45 0.73
H 1.16314 -0.87894 -7.24856 -1.07 0.10 0.76
H 1.87604 -1.98861 -6.05600 -0.52 -0.06 0.03
H 0.83716 0.31199 -4.96600 -0.12 -0.64 0.12
H 2.15903 0.91941 -5.90845 0.19 0.60 0.58
H 3.78748 -0.32928 -4.83886 0.03 -0.85 -0.23
H 2.60554 -1.38148 -3.93471 0.02 0.13 0.13
H 4.72817 0.79997 -1.70637 0.05 0.02 -0.36
H 5.16932 -0.30467 -3.11639 -0.07 0.87 -0.41
H 4.07616 -0.82907 -1.95633 -0.06 0.05 0.38
H 4.28759 2.08473 -4.14966 0.07 0.16 0.21
H 2.54572 2.27922 -4.27899 0.05 -0.22 -0.05
H 4.07110 2.93228 -1.71400 0.23 0.27 -0.29
H 2.89522 3.96998 -2.52729 0.09 -0.25 -0.37
H 2.38751 2.03273 -0.51443 0.09 -0.09 0.00
H 1.18459 2.72008 -1.50084 -0.16 -0.28 -0.19
H 1.83911 -0.00685 -1.51739 -0.17 -0.04 -0.30
H 1.01848 0.88352 -2.85241 0.28 -0.64 -0.15
C -5.23407 -5.02340 0.66521 0.06 0.11 -0.74
C -4.06264 -4.08905 1.01815 -0.76 -0.34 -0.29
C -3.56121 -4.52980 2.41134 1.03 1.96 -0.84
N -2.25271 -3.78190 2.79312 0.60 -0.17 0.14
C -2.44931 -2.19992 2.89814 -0.25 -2.52 -0.25
C -1.08001 -4.08806 1.79156 -0.84 0.33 2.21
C 0.12926 -3.83985 2.72046 0.38 -1.03 0.49
C -0.20784 -4.44032 4.10695 -1.00 -0.70 -0.44
C -1.72064 -4.35820 4.12943 -1.39 1.40 0.82
H -5.74278 -4.74711 -0.25837 0.10 0.44 0.01
H -6.00514 -5.03263 1.43558 0.15 -0.22 0.13
H -4.87404 -6.02190 0.41729 -0.01 -0.18 0.54
H -4.38478 -3.05785 0.87340 -0.29 0.25 1.05
H -3.32308 -4.09486 0.21745 0.51 -0.79 0.23
H -3.37018 -5.60279 2.39455 0.30 0.11 0.10
H -4.24447 -4.30025 3.22899 -0.23 -0.05 -0.19
H -1.63566 -1.81272 3.51146 -0.26 0.02 -0.16
H -3.44037 -2.09492 3.33958 0.22 0.31 0.15
H -2.42604 -1.81688 1.87793 0.09 0.03 0.22
H -1.22553 -3.44283 0.92519 0.41 -0.38 -0.14
H -1.25291 -5.15005 1.61730 0.46 0.06 -0.56
H 0.27875 -2.78018 2.92746 0.31 -0.09 -0.73
H 1.02486 -4.37172 2.39937 0.10 0.63 -0.57
H 0.33747 -4.01308 4.94850 -0.31 0.51 -0.19
H -0.12310 -5.51480 4.26951 1.18 -0.09 -0.76
H -2.13620 -3.70297 4.89499 0.03 0.03 0.10
H -2.10731 -5.35176 4.35623 -0.51 0.17 -0.66
C -5.52723 0.13778 0.01271 0.56 1.80 -0.62
C -5.13034 1.18166 -1.17326 -0.82 -1.36 0.37
C -3.74373 1.81117 -0.95537 -0.77 0.39 -0.41
N -3.01703 2.37216 -2.23895 -0.33 -0.53 0.03
C -2.59263 1.19022 -3.08308 -0.18 0.09 0.99
C -1.80912 3.23514 -1.85850 -0.30 0.21 0.31
C -2.29457 4.65992 -1.77154 -0.64 0.14 1.06
C -3.49260 4.72615 -2.69305 -1.18 -0.30 -0.73
C -3.89499 3.26143 -3.11697 1.77 1.48 0.69
H -5.54470 0.70265 0.94476 -0.07 0.04 0.12
H -4.79987 -0.65889 0.16879 0.08 0.01 -0.48
H -6.52505 -0.28296 -0.11149 0.15 0.08 -0.32
H -5.87602 1.97401 -1.23825 -0.12 0.03 0.45
H -5.30023 0.66441 -2.11756 0.65 -0.25 -0.11
H -3.11407 1.09640 -0.42554 0.61 0.25 -0.47
H -3.96636 2.65687 -0.30473 0.63 0.23 -0.02
H -3.50013 0.81362 -3.55501 0.28 -0.33 0.13
H -2.14243 0.51644 -2.35408 0.09 -0.41 -0.59
H -1.88254 1.50243 -3.84884 -0.07 0.05 0.17
H -1.06702 3.24291 -2.65683 0.01 -0.94 0.09
H -1.45424 2.93409 -0.87284 0.44 -0.62 -0.47
H -1.53307 5.39835 -2.02243 0.06 -0.24 -0.17
H -2.54500 4.86676 -0.73106 -0.31 0.14 -0.02
H -3.16951 5.23305 -3.60232 -0.47 0.20 0.02
H -4.37570 5.21322 -2.27951 0.32 0.33 0.04
H -3.46108 3.19270 -4.11451 -0.53 -0.67 -0.06
H -4.95427 3.00758 -3.07682 0.32 -0.08 0.05
C 3.64023 -1.45561 1.52039 -1.41 1.39 -0.32
C 3.91310 0.06416 1.79214 1.24 -0.90 0.35
C 3.52544 0.42149 3.22897 0.62 0.58 0.27
N 3.87211 1.86905 3.72179 -0.76 -0.90 0.64
C 5.38370 2.11068 3.73968 -1.28 0.73 0.54
C 3.10869 2.91642 2.96245 0.30 0.85 -0.07
C 1.78147 3.16687 3.63167 -1.12 0.29 0.16
C 1.84959 2.44915 4.96533 -1.15 -1.05 0.23
C 3.27121 2.01003 5.18435 0.12 0.08 -0.96
H 4.38490 -2.15171 1.90643 0.16 0.37 -0.17
H 3.52892 -1.47089 0.43619 0.27 -0.75 -0.02
H 2.66109 -1.73746 1.90762 -0.07 -0.09 0.02
H 3.49679 0.77346 1.07681 -0.90 -0.47 0.06
H 4.96109 0.09618 1.49411 0.55 0.60 0.92
H 3.97121 -0.16117 4.03514 0.45 -0.45 -0.51
H 2.46046 0.20526 3.31364 -0.27 0.78 -0.03
H 5.86279 1.30102 4.29014 0.02 0.05 -0.32
H 5.45413 3.04008 4.30481 0.36 -0.11 0.13
H 5.80832 2.34174 2.76274 -0.30 -0.62 -0.09
H 3.61778 3.86709 3.12106 0.74 -0.27 -0.70
H 2.98347 2.61485 1.92251 0.35 0.21 0.12
H 1.60384 4.21819 3.85812 0.48 0.19 -0.33
H 0.95318 2.90605 2.97289 -0.02 -0.59 0.29
H 1.46323 3.03392 5.80013 0.27 0.15 -0.06
H 1.23609 1.54828 4.97702 -0.21 0.02 -0.27
H 3.80481 2.79132 5.72561 0.49 -0.41 -0.12
H 3.24551 1.03195 5.66478 0.78 0.23 0.09
O 0.03466 -1.25289 1.12986 1.00 -1.06 0.87
C -0.01626 0.00879 0.72624 0.38 3.51 1.84
O -0.63791 0.15283 -0.31533 -1.63 0.53 -3.60
O 0.46929 0.94473 1.37213 1.14 0.12 1.36
H -0.20523 -1.47998 0.22849 -0.71 -2.78 -0.77
O -0.38659 -1.28473 -2.86751 0.38 1.56 -0.24
C -0.83220 -2.55060 -2.74932 -0.42 -4.51 -2.46
O -0.99275 -3.02429 -1.61565 -0.13 0.96 3.00
O -0.97438 -3.25224 -3.77164 0.21 1.67 -0.33
H -0.42098 -1.01500 -1.94683 0.08 0.80 0.64
```
Positions in Å, forces in eV/Å.

For the frontier orbital gap, the calculation gives 6.461 eV. As for the charge: +2. The calculation puts the HOMO energy at -10.315 eV. Its LUMO energy is -3.9 eV. The energy comes out at -2009.7084 hartree. Its molecular weight is 634.99 g/mol.

Results of the Mulliken charge analysis, in e, for atoms 1 through 4:
1 C -1.650
2 C 0.399
3 C -0.995
4 N 0.732